# C8H9N2O

The ion C8H9N2O with charge +1 at a distorted geometry (ωB97M-V/def2-TZVPD, the OMol25 dataset).

Last column: Löwdin charge in e.
Cartesian coordinates (Å):
1 N 0.70 1.77 -0.58  0.165
2 C 0.35 0.41 -1.03  -0.216
3 C -1.24 0.50 -1.01  -0.023
4 C -1.83 0.71 0.16  -0.009
5 C -1.62 0.61 1.44  -0.062
6 C -1.60 -0.69 2.30  -0.025
7 C -0.65 -1.68 2.40  -0.055
8 C 0.27 -2.32 1.47  0.010
9 C 1.01 -1.75 0.52  -0.252
10 O 1.76 -1.80 -0.61  0.138
11 N 1.12 -0.54 -0.13  0.065
12 H 1.11 2.42 -1.35  0.221
13 H 1.52 1.55 0.11  0.200
14 H -0.18 2.09 0.03  0.195
15 H 0.66 0.21 -2.03  0.152
16 H -1.82 0.28 -1.89  0.105
17 H -1.79 1.32 2.24  0.116
18 H -2.27 -0.52 3.08  0.083
19 H -0.97 -2.30 3.15  0.079
20 H 0.51 -3.31 1.78  0.114

For the relative energy (zero: lowest compared OMol25 entry of this formula, charge and spin), the calculation gives 805.1 kJ/mol. Its SMILES is [NH3+][C@@H]1C=C=C/C=C\C=C2\ON21. The value obtained for the LUMO energy is -0.1408 Ha. Its charge is +1. The HOMO energy comes out at -12.33 eV.